The following is a DFT calculation (ωB97M-V/def2-TZVPD) of a cluster of 21 separate species, C62H171N5O42 in total in a non-equilibrium geometry.

Element x y z (Å)
C -1.79773 -6.98777 0.77595
C -2.93145 -6.91541 -0.32473
O -3.13833 -8.10280 -1.01938
O -0.54726 -6.83785 0.08530
H -1.79441 -7.86817 1.41858
H -1.77030 -6.15672 1.48073
H -2.89997 -6.14996 -1.10009
H -3.84304 -6.87041 0.27115
H -2.26857 -8.50814 -1.04762
H -0.30907 -7.75447 -0.07172
C -8.12244 -1.52981 2.05757
C -8.60752 -0.42259 2.99875
O -8.09389 0.80321 2.56918
O -8.20606 -1.22397 0.72805
H -8.65932 -2.47398 2.14914
H -7.07599 -1.66544 2.33081
H -8.37333 -0.66453 4.03543
H -9.68571 -0.33133 2.86733
H -8.25469 0.92662 1.63082
H -9.11459 -1.09344 0.44673
C 2.13834 -3.09903 -4.25649
C 0.69077 -3.52804 -4.80230
O 0.58183 -4.92357 -4.70092
O 2.30877 -3.71328 -2.95469
H 2.26665 -2.01692 -4.23014
H 2.70533 -3.44643 -5.12016
H 0.37608 -3.07199 -5.74096
H -0.04708 -3.18615 -4.07648
H 0.65906 -5.21399 -3.78917
H 2.58470 -3.00938 -2.36308
C -5.80834 3.08471 -4.30469
C -5.95879 4.09734 -3.09576
O -5.69306 3.33706 -1.96367
O -6.04565 3.65852 -5.54190
H -6.60106 2.34520 -4.19145
H -4.90993 2.46772 -4.28801
H -6.95897 4.52534 -3.02829
H -5.17506 4.85481 -3.08573
H -4.74947 3.18557 -1.87265
H -6.63004 3.16396 -6.12111
C -9.40984 3.05164 -0.08936
C -8.47845 1.94391 -0.60075
O -7.21907 1.88143 0.10180
O -10.70738 2.98215 -0.45173
H -9.05557 4.06119 -0.29768
H -9.46920 2.93649 0.99290
H -8.20892 2.21302 -1.62203
H -9.15316 1.12367 -0.35562
H -6.52228 2.00375 -0.54713
H -10.90040 3.26910 -1.34728
C -5.49961 -3.56348 -0.15064
C -4.54857 -3.47148 1.05815
O -4.85907 -4.56601 2.05122
O -6.86726 -3.83075 0.35442
H -5.20207 -4.39273 -0.79243
H -5.44588 -2.59312 -0.64420
H -4.34159 -2.55339 1.60803
H -3.55107 -3.69846 0.68188
H -5.80889 -4.64617 1.93719
H -7.37661 -3.01836 0.30780
C -6.96451 -0.83504 -3.52963
C -8.10249 -1.79416 -3.37357
O -9.05506 -1.62646 -4.46993
O -6.49328 -0.80424 -4.90450
H -6.12648 -1.22893 -2.95461
H -7.04368 0.17682 -3.13218
H -8.61627 -1.77360 -2.41248
H -7.68795 -2.79338 -3.50698
H -8.61183 -1.77569 -5.30831
H -6.34409 -1.69589 -5.22744
C 2.14697 4.21475 -1.25960
C 3.57013 3.73248 -1.33917
O 3.91067 3.03658 -2.50934
O 2.02299 5.50829 -1.86340
H 1.83456 4.54556 -0.26912
H 1.43522 3.49455 -1.66312
H 3.79755 3.15864 -0.44079
H 4.18191 4.63120 -1.26102
H 4.68653 2.47511 -2.57570
H 1.14586 5.89261 -1.93081
C -4.98856 -0.55262 4.20298
C -3.86889 -0.48785 5.20603
O -3.14194 0.65265 4.88611
O -6.08990 0.33249 4.53940
H -5.31765 -1.59157 4.22213
H -4.72316 -0.37357 3.16105
H -3.16359 -1.31313 5.10826
H -4.31774 -0.53724 6.19809
H -3.38962 1.38013 5.46146
H -6.66880 0.34309 3.77365
C -2.18254 4.84438 -1.18540
C -2.95594 6.17428 -1.61199
O -2.78445 6.34247 -3.02921
O -2.82596 3.78056 -1.77412
H -2.35662 4.63952 -0.12906
H -1.11820 5.04853 -1.30205
H -2.64083 7.08543 -1.10346
H -4.02881 6.10192 -1.43361
H -3.40413 7.05376 -3.20715
H -2.41151 3.70572 -2.63681
C -1.79785 -3.19275 3.67405
C -2.62157 -4.15358 4.47752
O -3.24728 -5.36785 3.79113
O -0.74719 -3.92258 3.01330
H -1.38949 -2.42890 4.33577
H -2.37079 -2.69221 2.89348
H -3.53092 -3.62086 4.75573
H -2.07973 -4.23888 5.41945
H -3.89951 -5.02588 3.17530
H -0.38092 -4.61083 3.57343
C 3.94107 6.22504 -6.32607
C 3.25854 5.57823 -5.10044
O 4.22476 5.06721 -4.28356
O 4.60697 7.46912 -6.05742
H 3.26844 6.29395 -7.18101
H 4.66725 5.50107 -6.69572
H 2.62664 4.72091 -5.33240
H 2.55699 6.27353 -4.63948
H 3.85583 4.38668 -3.71579
H 4.62527 7.49339 -5.09791
C 9.11567 -2.82932 -4.10430
C 7.60542 -3.12798 -3.91224
O 7.38782 -3.10713 -2.46616
O 9.92009 -3.73245 -3.45551
H 9.30658 -1.82230 -3.73339
H 9.33505 -2.89833 -5.16975
H 7.27227 -4.04198 -4.40387
H 6.88993 -2.46634 -4.40049
H 8.16169 -3.45894 -2.02013
H 10.84159 -3.55887 -3.66123
C 2.51725 -4.47684 4.05342
C 2.96065 -3.24499 3.18808
O 3.83182 -2.37703 3.97498
O 3.53250 -5.41199 4.03990
H 1.77105 -4.97382 3.43350
H 2.07424 -4.31987 5.03689
H 2.11749 -2.62196 2.88974
H 3.52393 -3.62985 2.33796
H 3.88485 -2.74655 4.85942
H 3.51631 -6.09774 4.71153
C 1.55717 -0.11448 5.45647
C 0.11051 0.12563 5.26991
O -0.61267 0.02590 6.50759
O 2.04596 -0.18247 4.11322
H 1.64452 -1.06076 5.99037
H 1.86683 0.68304 6.13189
H -0.27940 -0.62567 4.58318
H -0.10186 1.14896 4.96040
H -1.54166 0.13282 6.29047
H 2.78317 -0.78877 4.01051
C -5.02820 5.61878 3.35870
C -5.53592 4.14005 3.40102
O -5.40086 3.39461 4.54197
O -3.63028 5.67141 3.24497
H -5.39418 6.26169 4.15921
H -5.35167 6.10162 2.43656
H -5.00061 3.61943 2.60699
H -6.58223 4.12717 3.09579
H -5.00494 2.56870 4.25433
H -3.21629 5.22457 3.98697
C -0.28210 3.25223 1.60737
O -0.21106 4.25954 2.54192
C -0.13327 3.99212 3.93889
C 1.34012 4.09087 4.53119
N 1.25203 3.67609 5.89015
C 2.53639 3.64071 6.64510
C 3.12113 5.05910 6.87513
O 2.50520 5.84430 7.84336
C 2.85387 7.21643 7.62385
H -1.29896 2.86463 1.66946
H 0.50783 2.50628 1.69511
H -0.32296 3.81311 0.67365
H -0.75717 3.11630 4.11712
H -0.69076 4.81046 4.39453
H 1.62631 5.09878 4.23069
H 2.02229 3.53067 3.89171
H 0.52556 4.29390 6.22277
H 3.35412 3.03791 6.25010
H 2.24636 3.39474 7.66661
H 3.33097 5.59481 5.94934
H 4.12217 4.78743 7.21008
H 3.91158 7.43433 7.77173
H 2.39960 7.80441 8.42136
H 2.63702 7.59512 6.62502
C 6.32628 0.55762 -3.65909
O 6.52317 1.39781 -2.57495
C 7.40395 2.55109 -2.81473
C 7.89573 2.98542 -1.46841
N 6.74712 3.25241 -0.55539
C 7.10153 3.47655 0.75585
C 5.96927 3.43023 1.80924
O 5.08665 2.44561 1.39801
C 4.19434 2.08467 2.35505
H 5.71485 -0.18735 -3.14991
H 7.27048 0.13579 -4.00356
H 5.57815 0.90113 -4.37352
H 6.62394 3.13429 -3.30418
H 8.29075 2.44405 -3.43943
H 8.24467 4.00586 -1.62666
H 8.66137 2.27544 -1.15563
H 5.99524 2.57810 -0.56439
H 7.68453 4.36154 1.01079
H 7.73709 2.66791 1.11676
H 5.41746 4.36466 1.91147
H 6.53909 3.23423 2.71753
H 3.55573 2.95056 2.52977
H 4.68423 1.82015 3.29215
H 3.62855 1.19873 2.06679
C -8.92185 -1.28534 -7.97997
O -8.07529 -1.93280 -6.99556
C -7.38891 -2.99188 -7.58819
C -6.78006 -3.85772 -6.49754
N -5.64307 -3.27593 -5.83916
C -5.02011 -4.21343 -4.88933
C -3.73340 -3.61553 -4.42060
O -3.85733 -3.13586 -3.06250
C -2.70149 -2.78409 -2.42233
H -8.30691 -0.67511 -8.64146
H -9.60615 -0.56018 -7.53956
H -9.57258 -1.85087 -8.64692
H -6.52662 -2.73300 -8.20264
H -8.06046 -3.70140 -8.07161
H -6.46114 -4.71917 -7.08428
H -7.48184 -4.28007 -5.77837
H -5.04254 -3.02358 -6.61103
H -4.83045 -5.12048 -5.46324
H -5.69762 -4.35350 -4.04704
H -3.29631 -2.96442 -5.17764
H -2.95962 -4.37683 -4.51960
H -1.85688 -3.46553 -2.52425
H -2.86254 -2.69774 -1.34776
H -2.29149 -1.85032 -2.80712
C 3.84855 -2.23984 -0.57469
O 2.91118 -1.65094 -1.43504
C 2.41436 -0.35976 -1.07019
C 1.55917 -0.36330 0.23511
N 0.42707 -1.30288 0.06770
C -0.69952 -0.88530 0.90092
C -1.65749 0.13212 0.17660
O -2.97231 -0.29613 0.62012
C -3.89822 0.34556 -0.19633
H 4.65434 -1.53368 -0.37431
H 4.24653 -3.12815 -1.06524
H 3.36086 -2.67767 0.29627
H 1.81957 -0.01080 -1.91431
H 3.26076 0.32420 -1.00773
H 1.16593 0.64904 0.32808
H 2.06462 -0.58182 1.17580
H 0.65456 -2.27321 0.23141
H -0.42174 -0.61627 1.92002
H -1.27163 -1.79681 1.07395
H -1.65765 -0.01965 -0.90277
H -1.27446 1.15091 0.23544
H -4.73824 -0.33231 -0.34779
H -3.52195 0.68353 -1.16189
H -4.23562 1.25400 0.30267
C 14.09725 -5.03187 1.65230
O 12.94371 -4.26163 1.36497
C 11.99030 -4.28246 2.39696
C 10.94791 -3.11990 2.45361
N 9.86682 -3.27785 1.42547
C 8.68446 -2.36102 1.47248
C 9.08653 -0.96256 0.88252
O 9.84576 -1.04119 -0.30192
C 10.75965 0.03456 -0.55601
H 14.84325 -4.89029 0.87029
H 13.81733 -6.08480 1.68524
H 14.45520 -4.73733 2.63882
H 12.45034 -4.40530 3.37745
H 11.32417 -5.12865 2.22859
H 11.48552 -2.23328 2.11747
H 10.45736 -2.99756 3.41927
H 10.36184 -2.81149 0.67877
H 8.13716 -2.22226 2.40485
H 7.88784 -2.68306 0.80184
H 9.64014 -0.45779 1.67423
H 8.15609 -0.41213 0.74317
H 10.17390 0.95333 -0.52644
H 11.07161 -0.13078 -1.58724
H 11.59794 -0.10931 0.12567

Output
HOMO energy ... -8.69 eV
Orbital gap ... 9.0 eV
LUMO ... 0.011 hartree

---

The following is a DFT calculation (ωB97M-V/def2-TZVPD) of the molecule C3H6FNO in a non-equilibrium geometry.

Element x y z (Å)
C 0.97122 0.43449 -0.61586
C 0.67047 -0.38305 0.59243
C -0.69546 -1.12827 0.41100
H -1.22167 2.36433 -0.88001
H 1.84355 0.21709 -1.17247
H 1.50880 -1.05208 0.79943
H 0.55105 0.28645 1.49236
H -0.99201 -1.69939 1.34790
H -1.44715 -0.31884 0.32418
N 0.33438 1.43247 -1.08982
O -0.85428 1.60216 -0.43235
F -0.66890 -1.75535 -0.77679

Output
HOMO energy ... -9.81 eV
ΔE to the lowest compared entry with this formula, charge and spin ... 256.9 kJ/mol
Orbital gap ... 10.7 eV
LUMO ... 0.034 hartree
SMILES ... O/N=C\CCF

---

The following is a DFT calculation (ωB97M-V/def2-TZVPD) of a cluster of 2 separate species, C5H15N2O2 in total in a non-equilibrium geometry.

Element x y z (Å)
N -1.25086 -1.94702 -0.03387
C -0.90672 -0.46303 0.51614
C -2.09369 0.10856 1.08301
C -0.27043 0.17622 -0.75617
N 0.12808 1.53039 -0.66997
C 0.48856 2.23816 0.51898
C 2.11296 2.35946 0.58180
O -0.28088 -0.38858 -1.83995
H -0.45944 -2.40286 -0.24858
H -1.75774 -2.33700 0.77177
H -1.99928 -1.91553 -0.73194
H -0.04995 -0.51733 1.16230
H -3.02961 -0.51663 0.93668
H -2.40528 0.99963 0.44838
H -1.93014 0.42942 2.15657
H 0.68871 1.97726 -1.53573
H -0.01871 3.18801 0.81129
H 0.03770 1.69779 1.40735
H 2.35409 2.76845 1.55624
H 2.60639 2.95096 -0.16184
H 2.43437 1.30507 0.58079
H 2.33347 -3.36431 0.54475
H 2.24073 -2.35847 -0.68044
O 1.63463 -2.79946 0.12080

Output
HOMO energy ... -13.21 eV
ΔE to the lowest compared entry with this formula, charge and spin ... 270.3 kJ/mol
Orbital gap ... 10.2 eV
Net charge ... +1
LUMO ... -0.112 hartree

---

The following is a DFT calculation (ωB97M-V/def2-TZVPD) of a structure of composition C7H12ClIO3PRe in a non-equilibrium geometry.

Element x y z (Å)
C 1.06020 0.66924 -1.80123
C -1.86881 3.70510 -0.66637
H 0.84859 1.67621 -1.41171
H 0.58821 0.58478 -2.79286
H 2.14626 0.57602 -1.93203
O -1.35633 4.08638 -1.64617
I -2.84566 3.56639 0.95023
Re 0.57250 -0.79484 -0.48336
P -1.63042 -1.01589 -1.27810
C -2.91491 0.22292 -0.94683
C -1.61696 -1.10614 -3.09648
H -1.66659 -3.40628 -0.81968
H -3.29333 -2.79039 -1.29502
H -2.64073 -2.47880 0.35417
C -2.38895 -2.58710 -0.70339
H -0.82987 -1.78548 -3.42665
H -2.59337 -1.46593 -3.44404
H -3.89965 -0.16915 -1.25681
H -2.70356 1.13739 -1.50666
H -1.43309 -0.10212 -3.49653
H -2.94523 0.45229 0.12152
C -0.05513 0.37706 0.91092
O -0.35778 1.08283 1.79420
Cl 0.85167 -3.10593 -0.70397
O 3.49595 -0.74727 0.66272
C 2.41054 -0.77125 0.23649

Output
Spin multiplicity ... 4
HOMO energy (alpha / beta) ... -21.25 / -21.94 eV
ΔE to the lowest compared entry with this formula, charge and spin ... 0.0 kJ/mol
Orbital gap (alpha / beta) ... 8.6 / 6.7 eV
Net charge ... +3
LUMO (alpha / beta) ... -0.463 / -0.558 hartree

---

The following is a DFT calculation (ωB97M-V/def2-TZVPD) of a cluster of 2 separate species, C4H10ClN2O2P in total in a non-equilibrium geometry.

Element x y z (Å)
C -1.23067 1.75844 -0.66258
C 0.12715 1.40317 -0.96098
C 2.23921 0.19313 1.66829
C 2.71498 -0.57858 0.71620
N -2.69133 -0.97959 -0.37859
N -0.51600 0.56088 0.06645
O -0.81173 -1.83100 0.96280
O -0.31377 -1.51847 -1.52856
P -1.01805 -0.96343 -0.37287
Cl 3.39534 0.00556 -0.69540
H -1.30181 2.36136 0.22756
H -2.17454 1.67690 -1.28318
H 0.09694 0.97608 -1.94713
H 0.93914 1.96672 -0.58825
H 1.76341 -0.13076 2.59738
H 2.18030 1.26138 1.39097
H 2.45692 -1.61563 0.64484
H 0.23286 -1.86174 1.08274
H -3.00614 -1.18281 -1.31004
H -3.08221 -1.50159 0.37033

Output
HOMO energy ... -9.63 eV
ΔE to the lowest compared entry with this formula, charge and spin ... 34.9 kJ/mol
Orbital gap ... 10.4 eV
LUMO ... 0.029 hartree
SMILES ... N[P@](=O)(O)N1CC1.C=CCl